Version a
Below is a cluster of 2 separate species, C6H9NO in total, with properties calculated with ωB97M-V/def2-TZVPD.

## Properties
2S+1   1
SMILES   C=Cc1ccc[nH]1.O
E_HOMO   -8.183 eV
E_LUMO   0.84 eV

Element x y z (Å)
C1 1.531 -0.219 2.225
C2 0.655 0.513 1.546
C3 0.475 0.450 0.099
C4 -0.141 1.388 -0.681
C5 -0.236 0.845 -1.992
C6 0.393 -0.363 -1.974
N1 0.803 -0.613 -0.691
H1 2.196 -0.895 1.706
H2 1.578 -0.273 3.303
H3 0.005 1.197 2.062
H4 -0.542 2.339 -0.376
H5 -0.820 1.212 -2.820
H6 0.510 -1.089 -2.761
H7 1.246 -1.471 -0.417
O1 -2.714 -0.961 0.589
H8 -1.964 -0.491 0.279
H9 -2.974 -1.570 -0.096

Version b
Below is a structure of composition C6H9NO, with properties calculated with ωB97M-V/def2-TZVPD.

## Properties
2S+1   1
E_HOMO   -8.263 eV
E_LUMO   1.01 eV

Element x y z (Å)
C1 0.029 1.751 -1.266
C2 0.898 0.090 0.078
C3 0.519 -1.264 0.888
C4 -0.870 -0.787 1.353
C5 -1.246 -0.862 -0.036
C6 -0.423 0.301 -0.799
H1 0.351 2.588 -0.311
H2 -0.190 2.190 -2.187
H3 2.222 1.598 -0.816
H4 1.009 0.564 1.054
H5 1.189 -2.143 1.348
H6 -0.692 0.134 1.939
H7 -1.227 -1.724 1.773
H8 -2.444 -1.097 -0.137
H9 -0.299 -0.409 -1.687
N1 1.472 1.052 -0.980
O1 -0.298 -1.981 -0.213

Version c
Below is the molecule C6H9NO, with properties calculated with ωB97M-V/def2-TZVPD.

## Properties
2S+1   1
SMILES   O[C@]12C[C@H]3CN3[C@@H]1C2
E_HOMO   -8.286 eV
E_LUMO   0.94 eV

Element x y z (Å)
O1 1.711 -1.233 0.029
C1 1.004 0.153 0.179
C2 0.261 0.394 1.257
C3 -0.851 -0.713 0.870
C4 -2.112 -0.206 0.139
N1 -1.048 -0.721 -0.595
C5 -0.053 0.357 -0.834
C6 1.306 0.520 -1.430
H1 2.636 -0.947 -0.173
H2 -0.236 1.301 1.138
H3 0.703 0.365 2.383
H4 -0.721 -1.574 1.457
H5 -2.840 -1.012 -0.103
H6 -2.392 0.856 -0.242
H7 -0.586 1.359 -0.296
H8 1.606 -0.356 -1.990
H9 1.611 1.457 -1.788

Version d
Below is the molecule C6H9NO, with properties calculated with ωB97M-V/def2-TZVPD.

## Properties
2S+1   1
SMILES   C/C=C/[C@@](C)(O)C#N
E_HOMO   -9.565 eV
E_LUMO   0.83 eV

Element x y z (Å)
C1 0.645 0.858 2.510
C2 0.148 -0.011 1.403
C3 0.282 0.330 0.089
C4 -0.076 -0.512 -1.092
C5 -0.222 0.203 -2.418
O1 0.647 -1.699 -1.226
C6 -1.515 -0.696 -0.422
N1 -2.600 -1.029 -0.229
H1 1.192 1.724 2.136
H2 -0.186 1.216 3.123
H3 1.310 0.298 3.173
H4 -0.400 -0.895 1.708
H5 0.830 1.225 -0.170
H6 -0.612 1.207 -2.278
H7 0.744 0.252 -2.910
H8 -0.937 -0.341 -3.034
H9 0.749 -2.130 -0.363

The data favor version a; the next most stable structure lies 0.0480 hartree above it.

Version a
Below is a cluster of 2 separate species, C2H9N4 in total, with properties calculated with ωB97M-V/def2-TZVPD.

## Properties
2S+1   1
Net charge   +1
E_HOMO   -13.694 eV
E_LUMO   -3.37 eV

Element x y z (Å)
C1 -2.214 0.102 0.555
C2 3.176 0.667 0.190
N1 -2.758 0.498 -0.580
N2 -1.007 -0.337 0.627
N3 2.151 0.277 -0.472
N4 -0.464 -0.805 -0.527
H1 -2.791 0.190 1.404
H2 3.061 1.150 1.124
H3 4.246 0.472 -0.021
H4 -2.092 0.443 -1.440
H5 -3.778 0.437 -0.791
H6 -0.500 -0.529 1.490
H7 2.477 -0.337 -1.322
H8 0.061 -0.134 -1.040
H9 0.052 -1.668 -0.380

Version b
Below is the ion C2H9N4 with charge +1, with properties calculated with ωB97M-V/def2-TZVPD.

## Properties
2S+1   1
Net charge   +1
SMILES   C=[N+](N)CNN
E_HOMO   -13.420 eV
E_LUMO   -4.72 eV

Element x y z (Å)
C1 2.002 0.488 0.476
N1 1.053 -0.174 -0.065
N2 0.996 -1.436 -0.044
C2 0.022 0.508 -0.760
N3 -1.359 -0.442 -0.403
N4 -2.233 0.056 0.619
H1 2.632 -0.014 1.160
H2 2.183 1.596 0.378
H3 1.224 -2.024 0.673
H4 0.266 -1.838 -0.600
H5 0.037 0.505 -1.918
H6 -0.294 1.450 -0.313
H7 -1.902 -0.606 -1.326
H8 -1.669 -0.041 1.476
H9 -2.567 0.990 0.443

The data favor version a; the next most stable structure lies 0.0971 hartree above it.

Version a
Below is a structure of composition H4INP2, with properties calculated with ωB97M-V/def2-TZVPD.

## Properties
2S+1   1
E_HOMO (spin up / spin down)   -8.732 / -8.731 eV
E_LUMO (spin up / spin down)   -2.31 / -2.31 eV

Element x y z (Å)
N1 0.328 -1.253 1.611
P1 -0.544 1.498 0.113
P2 -0.052 -0.662 0.249
I1 0.375 -0.416 -2.801
H1 1.216 -1.240 2.130
H2 0.909 1.855 -0.177
H3 -1.041 1.544 -1.262
H4 -1.190 -1.327 0.137

Version b
Below is a structure of composition H4INP2, with properties calculated with ωB97M-V/def2-TZVPD.

## Properties
2S+1   1
E_HOMO   -8.799 eV
E_LUMO   -0.98 eV

Element x y z (Å)
N1 1.211 -0.469 0.248
P1 -1.560 -0.477 -0.148
P2 0.248 0.934 0.191
I1 3.280 0.001 -0.212
H1 0.801 -1.235 -0.285
H2 -1.818 -0.715 1.304
H3 -2.589 0.467 0.084
H4 0.426 1.494 -1.182

The data favor version b; the next most stable structure lies 0.0198 hartree above it.

Version a
Below is the molecule C4H8O3, with properties calculated with ωB97M-V/def2-TZVPD.

## Properties
2S+1   1
SMILES   C=C(OC)OCO
E_HOMO   -7.763 eV
E_LUMO   0.63 eV

Element x y z (Å)
C1 -0.601 -1.199 0.805
C2 0.224 -0.560 -0.031
O1 1.458 -1.078 -0.249
C3 2.529 -0.345 -0.806
O2 -0.205 0.565 -0.630
C4 -1.464 1.237 0.324
O3 -2.719 0.740 0.590
H1 -1.655 -1.158 0.584
H2 -0.219 -1.931 1.485
H3 2.886 0.419 -0.109
H4 3.331 -1.074 -0.978
H5 2.248 0.112 -1.757
H6 -0.989 1.365 1.300
H7 -1.498 2.044 -0.374
H8 -3.327 0.861 -0.154

Version b
Below is a cluster of 2 separate species, C4H8O3 in total, with properties calculated with ωB97M-V/def2-TZVPD.

## Properties
2S+1   1
E_HOMO   -9.655 eV
E_LUMO   0.80 eV

Element x y z (Å)
C1 -2.307 -0.148 0.135
O1 -1.049 0.555 0.316
C2 -0.324 1.117 -1.397
O2 -1.075 0.725 -2.174
C3 0.299 -0.169 0.575
C4 1.748 0.106 -0.063
O3 2.620 -0.656 0.779
H1 -2.240 -0.968 -0.590
H2 -2.678 -0.518 1.096
H3 -3.074 0.546 -0.260
H4 0.436 0.076 1.618
H5 0.107 -1.225 0.401
H6 1.849 -0.251 -1.099
H7 2.031 1.164 -0.040
H8 3.536 -0.373 0.627

The data favor version a; the next most stable structure lies 0.0032 hartree above it.

Version a
Below is a structure of composition C4H8O3, with properties calculated with ωB97M-V/def2-TZVPD.

## Properties
2S+1   1
E_HOMO   -7.981 eV
E_LUMO   0.67 eV

Element x y z (Å)
C1 0.830 -2.254 0.909
O1 1.240 -1.011 0.358
H1 0.785 -0.805 -0.587
H2 -0.126 -2.578 0.490
H3 0.730 -2.130 1.988
H4 1.597 -3.002 0.698
C2 -1.386 1.725 -0.703
C3 -0.214 0.796 -0.505
O2 0.796 0.902 -1.483
C4 0.037 0.370 0.769
O3 -0.325 0.274 1.886
H5 1.085 1.822 -1.543
H6 -2.109 1.625 0.104
H7 -1.066 2.772 -0.730
H8 -1.875 1.495 -1.650

Version b
Below is the molecule C4H8O3, with properties calculated with ωB97M-V/def2-TZVPD.

## Properties
2S+1   1
SMILES   CO[C@@](C)(O)C=O
E_HOMO   -10.199 eV
E_LUMO   0.80 eV

Element x y z (Å)
C1 2.005 -0.009 0.135
O1 0.744 0.142 0.760
C2 -0.363 -0.177 -0.055
C3 -0.652 0.896 -1.105
O2 -0.242 -1.409 -0.682
C4 -1.511 -0.238 0.954
O3 -2.196 -1.227 1.066
H1 2.187 -1.054 -0.133
H2 2.752 0.318 0.862
H3 2.092 0.612 -0.767
H4 -0.521 1.898 -0.685
H5 -1.683 0.790 -1.461
H6 0.010 0.767 -1.965
H7 -0.808 -2.026 -0.186
H8 -1.666 0.665 1.572

The data favor version b; the next most stable structure lies 0.0851 hartree above it.

Version a
Below is the molecule C4H8O3, with properties calculated with ωB97M-V/def2-TZVPD.

## Properties
2S+1   1
SMILES   C[C@@H](O)COC=O
E_HOMO   -10.230 eV
E_LUMO   0.85 eV

Element x y z (Å)
C1 1.640 -1.063 -0.687
C2 0.651 -0.336 0.221
O1 1.261 0.875 0.614
C3 -0.618 -0.069 -0.613
O2 -1.883 -0.027 0.086
C4 -2.091 0.981 0.919
O3 -1.280 1.815 1.250
H1 1.857 -0.411 -1.541
H2 1.253 -2.012 -1.078
H3 2.577 -1.256 -0.162
H4 0.441 -0.903 1.141
H5 0.561 1.388 1.051
H6 -0.791 -0.835 -1.373
H7 -0.452 0.892 -1.109
H8 -3.127 0.961 1.281

Version b
Below is the molecule C4H8O3, with properties calculated with ωB97M-V/def2-TZVPD.

## Properties
2S+1   1
SMILES   C[C@@H](O)COC=O
E_HOMO   -10.406 eV
E_LUMO   0.81 eV

Element x y z (Å)
C1 -0.817 1.099 -0.815
C2 -0.544 0.359 0.481
O1 -1.740 0.335 1.245
C3 -0.131 -1.094 0.231
O2 1.003 -1.215 -0.645
C4 2.130 -0.590 -0.299
O3 2.347 -0.014 0.736
H1 -1.531 0.547 -1.436
H2 0.106 1.236 -1.388
H3 -1.236 2.084 -0.592
H4 0.253 0.869 1.031
H5 -1.495 0.143 2.159
H6 -0.940 -1.606 -0.297
H7 0.060 -1.617 1.175
H8 2.847 -0.666 -1.130

Version c
Below is the molecule C4H8O3, with properties calculated with ωB97M-V/def2-TZVPD.

## Properties
2S+1   1
SMILES   CO[C@@]1(O)O[C@@H]1C
E_HOMO   -9.798 eV
E_LUMO   0.74 eV

Element x y z (Å)
C1 2.391 0.157 0.056
O1 1.502 -0.805 0.542
C2 0.280 -1.029 -0.104
O2 0.330 -1.359 -1.412
O3 -0.635 -1.655 0.806
C3 -0.788 -0.297 0.575
C4 -2.183 -0.012 0.067
H1 3.487 -0.293 0.140
H2 2.335 1.203 0.304
H3 2.353 0.240 -1.031
H4 0.913 -2.039 -1.683
H5 -0.445 0.328 1.417
H6 -2.076 0.814 -0.732
H7 -2.887 0.505 0.810
H8 -2.655 -0.862 -0.514

The data favor version a; the next most stable structure lies 0.0028 hartree above it.